[1]
A molecular structure, C3H6O3Sc in a non-equilibrium geometry. Source: the Open Molecules 2025 dataset; level of theory: ωB97M-V/def2-TZVPD.

Results
Relative energy (zero: lowest compared OMol25 entry of this formula, charge and spin) (kcal/mol): 339.92
Total charge: +2
Spin multiplicity: 2
E_HOMO (alpha / beta) (eV): -17.73 / -17.63
<S²>: 1.521
Calculated total energy (eV): -30016.345

Geometry (Å):
Sc: -0.1081 -2.6503 0.1090
O: 0.6674 -0.6281 1.2307
O: -1.2213 1.3098 0.7055
O: 0.4151 -2.2140 2.2869
C: 1.5683 0.4202 0.8488
C: 0.7834 -0.9698 2.5043
C: 0.6798 1.5415 0.6674
H: 2.4512 -0.9664 1.1830
H: 2.2993 0.6864 1.6214
H: -1.5198 -0.2620 2.0035
H: 0.9995 2.2256 -0.1227
H: 0.6088 2.0583 1.6344
H: -1.6508 0.5703 0.2723

Atoms 1-2, force components in eV/Å:
Sc 1.0201 0.4310 2.2713
O -0.3590 3.1888 -2.7552

---

[2]
10 unconnected molecules or ions with the total composition C56H65BrFN12O2 in a non-equilibrium geometry. Source: the Open Molecules 2025 dataset; level of theory: ωB97M-V/def2-TZVPD.

Results
Relative energy (zero: lowest compared OMol25 entry of this formula, charge and spin) (kcal/mol): 9.11
Total charge: +1
E_HOMO (eV): -10.30
Calculated total energy (eV): -153855.769

Geometry (Å):
Br: 0.5780 7.5832 4.2627
F: 3.1017 -0.8649 5.1607
O: 1.0936 0.0152 5.2461
O: 4.8997 2.0604 2.3217
N: 0.5014 5.2832 -2.3682
N: -4.4731 -6.6732 3.4883
N: -2.8466 -3.0080 -9.2072
N: 1.7349 5.3542 3.2131
N: -1.2163 2.9695 1.1134
N: 0.3890 -3.2574 0.4070
N: 1.8224 3.0435 3.7138
N: 5.0002 3.6222 -3.8675
N: -1.3952 -5.3960 5.3822
N: -4.7450 -3.1035 -4.7053
N: 0.9510 -2.9915 -5.1211
N: 3.3073 3.8272 2.2931
C: -1.9454 -3.7915 0.5406
C: -5.9551 -2.8688 -4.2015
C: -0.3951 -5.1521 7.5448
C: -2.1232 -1.2140 -7.2080
C: -0.4759 -4.4701 2.2883
C: -1.4964 -2.4464 -7.3038
C: 2.4521 -2.4649 -2.8389
C: 1.9558 -2.1192 -5.1422
C: -0.0044 6.7507 -4.1946
C: 0.3676 7.8517 -3.4417
C: -1.9795 5.6588 4.0852
C: -5.0648 -7.5720 2.7040
C: -1.7541 -4.4288 1.7570
C: -3.1123 -0.8888 -8.1216
C: -1.3806 -7.2319 6.9199
C: -0.7568 -4.6689 6.2970
C: -6.3962 -7.9386 2.8273
C: 0.8541 6.3531 -1.6589
C: -7.1540 -7.3418 3.8216
C: 0.8066 7.6508 -2.1419
C: 2.7356 -1.8223 -4.0341
C: 1.4095 -3.3762 -2.8015
C: 6.0171 1.5277 3.0597
C: 2.1351 -0.0829 4.6874
C: -1.6360 1.8111 1.6247
C: -0.4709 0.5346 -0.0104
C: -6.5517 -6.4059 4.6468
C: -4.6545 -3.2621 -6.0250
C: 3.6787 5.6211 -3.9079
C: -3.4354 -1.8198 -9.0974
C: 4.6086 6.2446 -4.7241
C: 7.2182 2.4731 3.0669
C: 0.0789 5.4941 -3.6131
C: 5.7363 5.5370 -5.1068
C: -7.1055 -2.7845 -4.9696
C: -6.9944 -2.9518 -6.3412
C: 2.5577 0.6790 3.4722
C: -1.6930 -6.6537 5.6983
C: -5.2140 -6.1072 4.4381
C: 0.5540 -3.8718 1.5787
C: 0.6943 -3.6036 -3.9667
C: -1.8948 -3.3021 -8.3218
C: -0.0311 1.7281 -0.5580
C: -0.6980 5.1042 3.4538
C: -0.4296 2.9143 0.0377
C: 4.0616 2.8171 3.0882
C: -5.7436 -3.1954 -6.8825
C: 0.5737 5.6476 4.0611
C: 3.9222 4.3156 -3.5093
C: -1.2936 0.5730 1.1046
C: 7.4363 3.2191 4.3929
C: 5.8829 4.2336 -4.6539
C: 2.9393 2.0953 3.9024
C: -0.8476 -3.2288 -0.0923
C: 2.2474 4.1499 3.0990
C: -0.7161 -6.4632 7.8613
H: 0.1234 -4.5164 8.2492
H: 1.5683 -3.8826 1.9644
H: 4.6373 3.3799 3.8362
H: -2.2778 1.8832 2.4976
H: 3.5411 -1.1045 -4.1092
H: -0.1773 -0.4139 -0.4427
H: 6.9587 2.7171 5.2315
H: -4.2040 -1.6074 -9.8332
H: 0.7527 5.2596 5.0598
H: -0.5268 -3.6472 6.0116
H: -5.6082 -3.3326 -7.9458
H: -1.4316 -4.2757 -8.4391
H: -6.8248 -8.6738 2.1607
H: -6.0014 -2.7427 -3.1249
H: 1.1934 6.1508 -0.6465
H: 2.1404 -1.6348 -6.0953
H: -1.8448 5.8147 5.1528
H: -0.3524 6.8590 -5.2120
H: -4.4372 -8.0186 1.9406
H: 8.0979 1.8749 2.8512
H: 0.6087 1.7448 -1.4297
H: 1.0528 3.0628 4.3654
H: 4.4565 7.2633 -5.0574
H: -0.9556 -2.7274 -1.0497
H: -3.6215 0.0645 -8.0796
H: -0.7199 -2.7379 -6.6023
H: -0.2035 4.6065 -4.1675
H: -0.1312 -4.3076 -3.9803
H: -0.2936 -4.9605 3.2333
H: 7.0716 3.1931 2.2674
H: 6.7504 3.6467 -4.9343
H: -7.8689 -2.8935 -6.9764
H: 6.2750 0.6020 2.5558
H: 3.0318 -2.2596 -1.9480
H: 6.4881 5.9821 -5.7437
H: 2.7828 6.1301 -3.5838
H: -4.7038 -5.3792 5.0604
H: 0.3157 8.8487 -3.8585
H: 3.2158 3.7974 -2.8686
H: -7.1047 -5.9163 5.4363
H: 3.9180 4.5999 2.0544
H: -2.9252 -3.7326 0.0863
H: 3.1896 2.1000 4.9603
H: -0.1028 3.8646 -0.3688
H: -3.6603 -3.4511 -6.4054
H: 7.0162 4.2240 4.3508
H: 2.1349 6.0871 2.6487
H: -0.4528 -6.8776 8.8257
H: 5.7138 1.2578 4.0729
H: 8.4913 3.3414 4.6137
H: -2.5811 -4.8886 2.2860
H: -2.3264 6.5567 3.5899
H: -2.7576 4.9065 3.9857
H: -1.8430 -0.5166 -6.4282
H: 1.1044 8.4816 -1.5170
H: -8.0625 -2.5939 -4.5034
H: 1.1556 -3.8938 -1.8890
H: -8.1963 -7.6020 3.9515
H: -0.7335 4.0270 3.6145
H: 1.7132 0.6895 2.7899
H: -0.6810 5.2664 2.3812
H: -1.6526 -8.2579 7.1242
H: -1.6590 -0.3373 1.5611
H: -2.2147 -7.2120 4.9284
H: 3.4151 0.1916 3.0173

Atoms 1-2, force components in eV/Å:
Br -0.0473 -0.1090 -0.0346
F 0.3486 -0.3332 0.2030

---

> What is the relative energy (zero: lowest compared OMol25 entry of this formula, charge and spin) in the second record?

9.11 kcal/mol